DFT (wB97M-V/def2-TZVPD) results for C32H45NO7 in the gas phase in a non-equilibrium geometry.

Values from the calculation:
Energy, Eh: -1827.7405
Highest occupied orbital energy, hartree: -0.284
Energy relative to the best compared isomer or geometry (same formula, charge and spin), eV: 0.0000
Total charge: 0
Orbital gap, eV: 8.1
Structure (SMILES): CCCCCc1cc(=O)oc2c([C@@H](CCN(CC)CC)c3cc(OC)c(OC)c(OC)c3)c(OC)cc(OC)c12

```
85
Properties=species:S:1:pos:R:3:mulliken_charge:R:1
C -9.19 -0.65 0.65 -1.287
C -7.75 -0.33 1.03 -0.304
C -6.76 -1.23 0.31 -0.631
C -5.31 -0.91 0.68 -0.403
C -4.33 -1.82 -0.06 -1.573
C -2.92 -1.48 0.32 1.051
C -2.31 -2.23 1.27 -0.870
C -0.98 -1.97 1.75 0.016
O -0.40 -2.59 2.61 -0.696
O -0.34 -0.92 1.18 -0.607
C -0.87 -0.17 0.19 0.254
C -0.03 0.82 -0.32 -0.322
C 1.40 0.99 0.16 0.557
C 1.46 1.49 1.60 -1.503
C 2.89 1.87 1.99 -1.322
N 3.47 2.81 1.05 0.765
C 3.57 4.17 1.54 -0.687
C 2.20 4.84 1.63 -1.259
C 4.65 2.33 0.37 -0.452
C 5.92 2.23 1.23 -1.300
C 2.16 -0.29 -0.12 -0.450
C 2.61 -0.51 -1.41 -0.984
C 3.29 -1.67 -1.77 0.054
O 3.65 -1.70 -3.08 -0.420
C 4.41 -2.77 -3.61 -0.781
C 3.52 -2.65 -0.80 0.960
O 4.21 -3.82 -1.12 -0.580
C 3.46 -5.01 -0.99 -0.761
C 3.09 -2.42 0.52 0.716
O 3.37 -3.41 1.42 -0.519
C 2.89 -3.27 2.74 -0.698
C 2.42 -1.25 0.85 -0.450
C -0.53 1.65 -1.32 0.464
O 0.30 2.61 -1.80 -0.367
C -0.14 3.47 -2.82 -1.088
C -1.84 1.48 -1.79 -0.953
C -2.66 0.48 -1.29 1.125
O -3.93 0.30 -1.74 -0.470
C -4.45 1.15 -2.72 -1.096
C -2.19 -0.38 -0.27 0.061
H -9.43 -1.68 0.91 0.321
H -9.34 -0.52 -0.42 0.320
H -9.88 0.01 1.18 0.388
H -7.62 -0.44 2.11 0.320
H -7.53 0.72 0.79 0.317
H -6.98 -2.27 0.55 0.340
H -6.88 -1.11 -0.77 0.312
H -5.10 0.13 0.44 0.281
H -5.18 -1.04 1.76 0.423
H -4.48 -1.72 -1.13 0.311
H -4.53 -2.86 0.23 0.572
H -2.82 -3.07 1.73 0.471
H 1.85 1.78 -0.45 1.252
H 0.81 2.37 1.67 0.624
H 1.08 0.74 2.30 0.162
H 2.89 2.28 3.01 0.331
H 3.49 0.95 2.00 0.542
H 4.07 4.23 2.52 0.361
H 4.18 4.73 0.82 0.473
H 2.32 5.90 1.83 0.458
H 1.66 4.71 0.70 0.218
H 1.61 4.40 2.44 0.282
H 4.42 1.35 -0.05 0.019
H 4.85 3.01 -0.47 0.567
H 5.76 1.58 2.08 0.289
H 6.73 1.82 0.63 0.454
H 6.22 3.21 1.59 0.304
H 2.44 0.22 -2.18 0.517
H 4.66 -2.47 -4.63 0.292
H 5.32 -2.94 -3.04 0.302
H 3.83 -3.70 -3.65 0.254
H 4.13 -5.81 -1.31 0.279
H 2.57 -4.99 -1.63 0.305
H 3.16 -5.19 0.04 0.241
H 1.80 -3.15 2.77 0.265
H 3.37 -2.42 3.24 0.272
H 3.17 -4.19 3.24 0.274
H 2.09 -1.10 1.86 0.372
H -0.39 2.91 -3.73 0.387
H 0.71 4.12 -3.03 0.275
H -0.99 4.07 -2.51 0.359
H -2.21 2.13 -2.56 0.693
H -5.47 0.81 -2.89 0.268
H -4.47 2.20 -2.39 0.392
H -3.89 1.08 -3.66 0.350
```

=====

DFT (wB97M-V/def2-TZVPD) results for a molecular structure, C26H22ClN8O6S4Ti.

Values from the calculation:
Energy, Eh: -4796.1026
2S+1: 2
Highest occupied orbital energy (spin up / spin down), hartree: -0.056 / -0.056
Energy relative to the best compared isomer or geometry (same formula, charge and spin), eV: 0.0000
Total charge: -2
Orbital gap (spin up / spin down), eV: 5.5 / 5.4
⟨S²⟩: 0.77

```
68
Properties=species:S:1:pos:R:3:mulliken_charge:R:1
Ti 0.71 -0.30 0.13 -0.514
O 2.76 -0.57 -3.45 -0.751
C 1.85 -0.83 -2.47 0.567
O 1.78 0.00 -1.47 0.334
C 1.00 -1.90 -2.40 -0.293
C 0.79 -3.04 -3.24 -1.276
C -0.15 -3.96 -2.90 -0.565
C -0.95 -3.77 -1.72 -0.838
C -0.69 -2.70 -0.93 0.527
N 0.27 -1.78 -1.20 1.381
C -1.46 -2.28 0.30 0.096
O -2.47 -2.84 0.67 -0.780
O -0.95 -1.20 0.82 -0.383
H 3.28 0.18 -3.11 0.214
H 1.38 -3.14 -4.14 0.506
H -0.31 -4.82 -3.53 0.395
H -1.74 -4.46 -1.44 0.560
O -0.78 4.28 7.01 -0.646
C -0.88 3.56 6.04 0.571
S 0.19 2.22 5.66 -0.140
C -0.55 1.69 4.14 0.063
C -1.69 2.42 3.74 -0.102
S -2.67 2.14 2.42 -0.374
S -2.14 3.75 4.81 -0.191
S 0.14 0.37 3.38 -0.207
N 3.01 -2.94 -0.10 -0.294
C 2.19 -2.68 0.96 1.219
O 1.89 -1.46 1.18 -0.111
C 1.77 -3.73 1.79 0.461
C 1.04 -3.52 2.99 -0.032
N 0.48 -3.44 3.99 -0.690
C 2.16 -5.04 1.46 -0.396
N 2.53 -6.09 1.14 -0.708
H 3.01 -2.23 -0.82 0.145
H 3.07 -3.90 -0.42 0.280
C -4.98 0.58 0.11 -1.161
C -5.13 1.74 -0.86 0.992
C -5.15 3.08 -0.14 -1.388
C -4.06 1.70 -1.96 -1.340
N -2.70 1.70 -1.46 0.906
C -1.96 0.66 -1.09 -0.837
N -0.82 1.13 -0.63 1.340
N -0.89 2.47 -0.71 -0.216
N -2.01 2.82 -1.20 -0.904
H -5.80 0.58 0.82 0.424
H -4.06 0.66 0.70 0.054
H -4.97 -0.39 -0.40 0.360
H -6.08 1.63 -1.40 0.227
H -4.25 3.22 0.46 0.178
H -6.00 3.14 0.53 0.415
H -5.21 3.91 -0.85 0.366
H -4.15 2.56 -2.63 0.394
H -4.17 0.79 -2.56 0.402
H -2.24 -0.37 -1.17 0.437
Cl 2.34 3.41 -1.55 -0.243
C 3.54 2.27 -1.00 0.587
C 4.72 2.18 -1.73 -0.701
C 5.70 1.28 -1.35 -0.393
C 5.49 0.49 -0.22 -0.773
C 4.31 0.60 0.50 -0.435
C 3.27 1.47 0.12 0.631
C 1.99 1.44 0.81 -1.962
H 4.85 2.82 -2.59 0.407
H 6.62 1.19 -1.92 0.329
H 6.24 -0.22 0.11 0.367
H 4.15 -0.03 1.37 0.380
H 1.39 2.34 0.73 0.588
H 2.13 1.18 1.86 0.542
```